Here is a molecular structure, C17H33BClFIN3O8PS from the OMol25 dataset. Energies are from ωB97M-V/def2-TZVPD.

Cartesian coordinates (Å):
N -1.974 2.520 -4.274
C -0.627 3.066 -3.982
C 0.309 1.976 -3.388
F -0.203 1.689 -2.121
C 0.031 0.644 -4.246
I -1.373 -0.680 -3.267
S 1.580 -0.302 -4.497
O 1.265 -1.698 -4.411
O 2.053 -0.037 -5.832
O 2.721 0.000 -3.404
C 2.790 1.311 -2.817
C 2.709 1.105 -1.242
C 2.781 -0.450 -0.954
C 2.126 -0.871 0.380
O 1.535 -1.126 -0.957
P 4.581 1.896 -3.186
O 4.987 2.980 -1.976
O 5.437 0.491 -2.800
C 1.804 2.396 -3.337
Cl 2.373 2.981 -4.982
B 1.858 3.754 -2.409
N 1.346 3.819 -1.034
O 2.383 4.943 -2.940
H -2.656 2.916 -3.637
H -2.235 2.766 -5.222
H -0.792 3.909 -3.284
H -0.231 3.405 -4.952
H -0.337 0.886 -5.249
H 3.598 1.479 -0.716
H 1.749 1.413 -0.819
H 3.692 -0.987 -1.268
H 2.523 -1.788 0.811
H 1.639 -0.060 0.922
H 5.905 3.246 -2.135
H 6.178 0.765 -2.235
H 1.938 4.475 -0.526
H 0.375 4.115 -0.991
H 1.641 5.565 -2.869
C -3.424 -3.194 4.847
C -1.945 -2.850 4.531
C -1.621 -1.417 4.977
C -2.183 -0.336 4.054
C -1.794 -0.607 2.603
C -2.180 -2.016 2.141
N -1.690 -3.069 3.077
O -0.403 -3.200 2.904
C -3.714 -2.091 1.991
C -1.661 -2.237 0.717
C -1.131 -3.804 5.414
H -3.845 -3.869 4.101
H -3.523 -3.709 5.803
H -4.060 -2.310 4.909
H -0.535 -1.284 5.026
H -1.997 -1.253 5.990
H -3.270 -0.272 4.157
H -1.793 0.639 4.359
H -2.266 0.137 1.957
H -0.714 -0.464 2.494
H -4.032 -3.100 1.723
H -4.049 -1.420 1.198
H -4.259 -1.788 2.882
H -0.582 -2.109 0.637
H -2.111 -1.517 0.032
H -1.914 -3.237 0.359
H -1.304 -4.846 5.136
H -1.421 -3.683 6.459
H -0.060 -3.607 5.365

Atoms 1-3, force components in eV/Å:
0.4727 0.3303 0.0587
-0.7646 -0.0329 -0.4484
-1.6815 -0.9729 -1.3942

Values from the calculation:
Multiplicity ... 2
Frontier orbital gap ... 8.36 eV
HOMO energy ... -8.523 eV
Expectation value of S² ... 0.7541